Density functional theory data (ωB97M-V/def2-TZVPD) for a cluster of 2 separate species, C6H6ClIN2O3 in total at a distorted geometry.

As for the charge: 0. The SMILES is COc1nccc(Cl)c1[N+](=O)[O-].I. The multiplicity is 1. The value obtained for the HOMO-LUMO gap is 8.64 eV.

```
19
Properties=species:S:1:pos:R:3:forces:R:3
C -0.264 -1.701 2.224 -1.1 1.3 -2.4
O -0.088 -1.632 0.755 -0.4 1.8 -0.6
C -0.095 -0.546 -0.047 0.2 0.3 -1.1
N 0.453 -0.845 -1.224 -0.1 0.3 -1.9
C 0.478 -0.002 -2.295 -0.2 -0.3 2.1
C -0.016 1.277 -2.239 0.7 -0.6 0.6
C -0.400 1.722 -1.008 -0.2 -0.4 1.4
Cl -0.728 3.372 -0.743 -0.2 0.5 -0.7
C -0.480 0.822 0.064 -0.1 -0.9 0.4
N -1.244 1.257 1.216 0.6 -0.2 -1.4
O -2.153 0.523 1.480 -1.5 -0.9 1.1
O -1.011 2.328 1.678 0.2 1.0 1.5
H -0.375 -2.748 2.205 -0.2 -1.2 1.2
H -1.203 -1.152 2.483 1.1 -0.5 0.3
H 0.679 -1.377 2.602 0.3 0.3 0.9
H 1.058 -0.272 -3.152 0.0 -0.7 -0.4
H 0.147 1.970 -3.000 0.0 0.8 -1.3
I 3.301 -1.657 -0.119 1.7 -0.3 0.8
H 1.941 -1.339 -0.881 -0.9 -0.1 -0.5
```
Positions in Å, forces in eV/Å.


Density functional theory data (ωB97M-V/def2-TZVPD) for a structure of composition C19H15FKNOPSe at a distorted geometry.

As for the charge: -1. The multiplicity is 1. The value obtained for the HOMO-LUMO gap is 6.61 eV.

```
40
Properties=species:S:1:pos:R:3:forces:R:3
K 0.236 -0.011 -0.134 1.3 0.4 0.2
Se 3.202 1.592 -0.749 0.8 -0.7 0.4
C 4.513 0.443 0.000 -1.1 0.9 -0.6
N 5.319 -0.249 0.457 0.2 -0.2 0.1
F -1.095 -1.769 -0.221 -0.7 -0.9 -0.1
O -1.481 1.803 0.052 -0.4 0.6 -0.4
P -1.932 2.350 -1.268 0.0 -0.4 0.8
C -2.976 1.168 -2.133 0.0 0.0 -0.1
C -2.916 -0.170 -1.742 0.0 -0.2 -0.1
C -3.670 -1.100 -2.458 0.0 0.0 0.1
C -4.474 -0.713 -3.515 -0.1 0.0 -0.1
C -4.544 0.627 -3.887 0.0 -0.1 0.1
C -3.792 1.559 -3.197 0.0 0.1 0.0
C -2.881 3.876 -1.086 0.0 0.2 -0.3
C -2.865 4.852 -2.081 0.0 0.0 0.0
C -3.625 6.007 -1.952 0.0 -0.1 0.0
C -4.399 6.196 -0.817 0.0 0.0 0.0
C -4.405 5.234 0.184 -0.1 0.1 0.1
C -3.650 4.080 0.054 0.0 -0.1 0.1
C -0.568 2.772 -2.359 0.1 0.0 -0.2
C -0.414 2.191 -3.613 0.0 0.0 -0.1
C 0.685 2.507 -4.405 0.0 0.0 0.0
C 1.640 3.393 -3.940 0.0 0.0 0.0
C 1.498 3.975 -2.685 0.1 -0.1 0.0
C 0.404 3.666 -1.900 0.0 0.0 0.1
H -2.282 -0.585 -0.935 -0.1 0.2 -0.2
H -3.595 -2.140 -2.170 0.0 0.0 0.0
H -5.051 -1.452 -4.058 0.0 0.0 0.0
H -5.175 0.940 -4.710 0.0 0.0 0.0
H -3.848 2.601 -3.493 0.0 0.0 0.0
H -2.239 4.720 -2.955 0.0 0.0 0.0
H -3.596 6.756 -2.733 0.0 0.0 0.0
H -4.986 7.099 -0.707 0.0 0.0 0.0
H -4.998 5.389 1.076 0.0 0.0 0.0
H -3.646 3.342 0.846 0.0 -0.1 0.0
H -1.147 1.482 -3.978 0.0 0.0 0.0
H 0.799 2.038 -5.373 0.0 0.0 0.0
H 2.514 3.614 -4.537 0.0 0.0 0.0
H 2.264 4.633 -2.299 0.0 0.0 0.0
H 0.326 4.107 -0.913 -0.1 -0.1 0.0
```
Positions in Å, forces in eV/Å.


Density functional theory data (ωB97M-V/def2-TZVPD) for a structure of composition C12H20F18K3O12P3 at a distorted geometry.

As for the charge: 0. The multiplicity is 1. The value obtained for the HOMO-LUMO gap is 8.31 eV.

```
68
Properties=species:S:1:pos:R:3:forces:R:3
K -1.098 5.305 2.361 0.2 0.6 -0.4
K -0.963 3.287 -2.179 -0.3 -0.2 -0.2
K -4.806 1.427 1.682 0.4 -0.3 -0.4
P -0.123 6.592 -1.085 1.5 2.4 -1.7
F 0.704 5.246 -1.548 -0.1 -0.2 0.6
F 1.166 7.424 -1.358 1.0 0.4 -0.7
F -0.666 6.671 -2.683 0.2 0.0 2.2
F -0.850 8.047 -0.724 -0.5 -2.2 -0.1
F -1.299 5.654 -0.640 -2.2 -0.5 0.0
F 0.380 6.452 0.503 0.0 -0.2 0.1
P -1.004 2.061 1.285 -0.1 -2.6 -1.0
F -2.361 2.767 0.733 -0.6 0.3 0.0
F -0.242 3.355 0.686 0.9 -1.1 0.0
F -1.153 2.828 2.694 0.0 0.8 0.7
F 0.289 1.268 1.910 -0.6 1.2 -1.3
F -1.959 0.920 1.936 -0.3 -0.3 -0.5
F -0.921 1.163 -0.169 0.5 1.8 2.2
P -3.935 0.919 -3.172 -1.8 -3.0 -2.1
F -4.650 1.008 -4.665 2.0 -0.4 0.4
F -3.242 2.385 -3.353 -0.2 0.2 -0.6
F -5.370 1.447 -2.719 -0.1 1.4 1.7
F -3.355 0.998 -1.673 0.1 -0.3 1.1
F -4.535 -0.622 -2.880 0.4 1.1 -0.1
F -2.608 0.139 -3.704 -0.3 1.3 0.0
C 1.345 -1.509 0.501 0.9 2.1 -0.1
C 2.872 -1.738 0.653 -1.1 2.5 -0.6
O 2.900 -3.109 0.682 1.3 -2.0 0.1
C 1.763 -3.532 1.251 -0.6 -5.0 0.2
O 1.493 -4.680 1.602 1.4 2.7 -0.5
O 0.876 -2.590 1.251 -2.2 1.3 0.7
H 0.889 -1.492 -0.489 0.5 -0.6 -0.4
H 1.031 -0.543 0.896 0.0 -0.3 0.6
H 3.249 -1.324 1.589 -0.2 0.0 0.4
H 3.474 -1.231 -0.101 0.0 -0.8 -0.5
C -1.975 -1.459 3.396 3.5 -1.5 1.6
C -1.629 -2.245 4.707 2.2 0.5 -0.5
O -2.732 -3.002 4.910 -4.3 -0.7 0.2
C -3.802 -2.380 4.319 -2.1 -3.1 -0.1
O -4.955 -2.819 4.323 3.3 2.0 0.2
O -3.323 -1.365 3.579 -3.1 1.4 -0.5
H -1.723 -2.074 2.532 -0.1 0.2 -0.2
H -1.424 -0.518 3.389 -0.6 -0.1 -0.2
H -1.518 -1.575 5.559 0.4 0.2 0.0
H -0.870 -3.027 4.699 0.8 0.8 -0.4
C -2.147 -2.096 -0.736 -1.2 1.1 -0.1
O -1.707 -3.398 -0.944 0.5 1.0 3.4
C -1.704 -3.894 -2.121 -1.0 1.2 -2.6
O -2.068 -3.312 -3.125 0.5 -1.0 0.3
O -1.262 -5.097 -1.937 0.7 -3.0 -0.4
C -1.126 -5.970 -3.050 0.5 0.2 -1.1
H -2.455 -2.018 0.306 0.2 -0.1 0.1
H -3.026 -1.895 -1.348 0.1 0.1 -0.2
H -1.407 -1.325 -0.955 0.2 -0.2 -0.1
H -1.917 -5.799 -3.780 0.0 0.1 0.1
H -1.081 -7.031 -2.802 -0.5 0.3 0.9
H -0.155 -5.796 -3.515 0.0 0.3 -0.2
C 7.685 0.489 -1.480 -0.9 -0.6 -1.2
O 6.778 0.903 -0.464 3.3 -0.1 2.9
C 5.555 1.123 -0.650 -4.9 1.0 -3.0
O 5.029 1.196 -1.780 0.6 -0.2 2.8
O 4.869 1.305 0.554 3.1 -1.4 -1.1
C 3.528 1.646 0.619 -0.6 1.5 -0.6
H 7.629 -0.599 -1.494 0.0 0.0 -0.3
H 8.735 0.737 -1.322 -0.5 0.6 0.7
H 7.311 0.909 -2.414 0.3 -0.2 -0.1
H 3.170 1.969 -0.359 -0.2 -0.4 -0.1
H 3.528 2.543 1.238 -0.4 -0.1 0.2
H 2.899 0.881 1.075 0.2 -0.1 -0.2
```
Positions in Å, forces in eV/Å.


Density functional theory data (ωB97M-V/def2-TZVPD) for the ion CH3O4S with charge -1 at a distorted geometry.

As for the charge: -1. The multiplicity is 1. The energy above the lowest of the compared OMol25 structures with the same formula, charge and spin is 69.6 kJ/mol. The value obtained for the HOMO-LUMO gap is 8.68 eV.

```
9
Properties=species:S:1:pos:R:3:forces:R:3
C 0.254 -0.871 0.370 -0.7 2.2 2.7
O 0.402 -0.586 -0.952 0.5 -0.3 -0.4
O -0.885 1.465 -0.297 -0.4 0.5 -0.2
O -1.129 -0.921 0.755 0.1 -1.3 0.6
O 1.432 1.792 -0.964 -1.1 -0.6 -0.6
S 0.127 1.168 -1.329 1.5 0.1 1.0
H 0.569 -1.813 0.804 0.7 -0.7 -1.1
H 0.816 -0.115 1.085 -1.0 -0.7 -1.5
H -1.587 -0.119 0.528 0.3 0.9 -0.4
```
Positions in Å, forces in eV/Å.


Density functional theory data (ωB97M-V/def2-TZVPD) for a structure of composition C20H55CrN5O13S2 at a distorted geometry.

As for the charge: -2. The multiplicity is 5. The energy above the lowest of the compared OMol25 structures with the same formula, charge and spin is 118.1 kJ/mol. The value obtained for the HOMO-LUMO gap (spin up / spin down) is 6.50 / 6.83 eV. The expectation value of S² is 6.015.

```
96
Properties=species:S:1:pos:R:3:forces:R:3
Cr -3.374 1.802 -0.559 -0.6 -2.1 -1.0
S -5.501 0.254 -1.192 -1.1 -2.9 -1.5
O -6.422 0.397 -2.320 0.3 0.2 0.3
O -5.870 -0.833 -0.303 -0.4 0.2 0.4
O -4.086 0.051 -1.621 1.0 0.7 -0.6
O -5.388 1.547 -0.468 0.4 3.0 1.9
S -0.988 0.609 -0.363 0.1 -0.1 1.0
O 0.259 1.207 0.118 0.3 -0.6 -0.5
O -1.591 1.461 -1.440 -0.1 1.0 -1.2
O -0.917 -0.772 -0.783 0.7 0.5 -0.2
O -2.022 0.774 0.696 -0.9 0.2 1.3
C -4.823 0.877 2.840 -0.6 1.1 -1.0
C -3.794 0.974 3.957 0.9 -0.1 -0.6
C -4.352 0.720 5.348 -2.6 -0.8 -0.8
O -5.608 1.400 5.641 0.9 1.5 0.3
C -5.550 2.811 5.605 0.4 0.2 -0.6
N -2.788 -0.052 3.653 0.5 -0.5 0.2
H -4.408 1.256 1.879 0.1 -0.5 0.7
H -5.686 1.541 2.958 0.1 0.0 0.4
H -5.237 -0.103 2.609 0.4 -0.2 0.3
H -3.271 1.936 3.852 -0.5 0.4 0.4
H -3.649 0.753 6.181 0.1 0.2 -0.1
H -4.898 -0.228 5.280 1.4 -0.8 0.1
H -6.544 3.190 5.832 0.0 0.0 0.2
H -5.252 3.205 4.626 -0.3 -0.3 -0.3
H -4.785 3.272 6.245 -0.2 -0.3 0.6
H -2.381 0.188 2.757 -0.3 -0.2 -0.6
H -1.944 -0.024 4.220 -0.4 0.4 0.5
C 0.557 -1.176 5.040 -0.3 -0.3 -0.1
C 1.178 -0.869 3.673 0.4 1.1 0.6
C 1.312 -2.051 2.710 0.5 0.2 1.2
O 2.247 -2.904 3.368 0.5 -0.4 0.0
C 2.585 -4.088 2.670 -0.2 1.0 -0.4
N 0.611 0.348 3.045 0.1 -0.5 -0.2
H -0.517 -1.360 4.980 0.0 -0.1 0.1
H 0.751 -0.355 5.733 -0.2 0.3 -0.2
H 1.052 -2.030 5.510 -0.1 -0.2 -0.3
H 2.167 -0.539 4.010 0.5 -0.7 -0.6
H 1.731 -1.689 1.767 -0.1 -0.1 -0.2
H 0.367 -2.581 2.562 -0.1 0.1 -0.2
H 1.755 -4.792 2.740 0.2 -0.4 0.0
H 3.535 -4.463 3.050 -0.2 -0.2 0.4
H 2.774 -3.854 1.618 -0.2 -0.1 -0.2
H 0.454 0.192 2.049 -0.5 0.1 0.1
H 1.372 1.017 3.007 -0.2 0.3 0.1
C 0.357 5.233 -4.213 0.3 -0.2 -0.9
C -0.319 3.904 -3.892 -0.5 0.9 0.4
C 0.246 2.728 -4.662 0.6 -0.4 -0.5
O 0.301 3.015 -6.058 -0.4 0.2 0.0
C 0.802 1.941 -6.816 0.7 0.2 0.6
N -0.169 3.681 -2.457 0.0 -1.2 -0.3
H 1.428 5.123 -4.025 0.0 0.0 0.0
H 0.015 6.082 -3.620 -0.3 -0.2 0.2
H 0.232 5.488 -5.268 0.0 0.0 0.0
H -1.383 3.918 -4.169 0.0 0.4 -0.2
H -0.375 1.836 -4.527 0.0 0.0 0.3
H 1.278 2.487 -4.376 -0.1 0.0 0.5
H 0.117 1.093 -6.906 -0.4 0.2 -0.3
H 1.696 1.508 -6.345 0.1 0.1 0.1
H 1.130 2.384 -7.753 -0.3 -0.4 -0.3
H -0.685 4.349 -1.899 0.0 0.2 -0.2
H -0.613 2.773 -2.249 0.4 0.4 0.4
C 4.252 1.860 0.463 0.7 1.0 -0.2
C 3.714 2.464 -0.845 -0.7 -0.9 -0.4
C 3.576 1.376 -1.938 -0.4 0.5 0.5
O 4.866 1.039 -2.398 0.3 -0.1 0.1
C 4.983 -0.168 -3.101 -0.1 -0.1 0.3
N 2.409 3.096 -0.606 0.1 -0.7 0.0
H 5.262 1.480 0.292 -0.1 -0.3 0.0
H 3.646 1.096 0.948 -0.3 0.0 -0.4
H 4.372 2.688 1.167 -0.1 -0.1 0.1
H 4.446 3.172 -1.238 0.0 0.3 0.2
H 2.920 1.763 -2.727 0.3 0.1 -0.3
H 2.998 0.537 -1.529 0.4 -0.3 0.1
H 4.442 -0.121 -4.052 0.1 -0.1 -0.1
H 4.611 -1.021 -2.520 -0.3 0.1 0.0
H 6.047 -0.360 -3.244 0.0 0.2 -0.3
H 1.783 2.302 -0.420 -0.2 0.4 0.6
H 1.965 3.434 -1.461 0.4 0.3 -0.1
C 1.602 -2.883 -1.766 -0.8 -0.5 -1.8
C 0.393 -3.830 -1.861 -0.5 0.2 1.4
C 0.792 -5.312 -1.731 -1.1 -0.7 0.1
O 1.536 -5.566 -0.553 0.8 1.0 0.2
C 1.704 -6.906 -0.172 -0.6 0.4 -1.0
N -0.581 -3.490 -0.780 1.5 -0.2 0.0
H 2.187 -3.146 -2.658 0.9 0.1 0.5
H 2.088 -2.945 -0.797 0.3 -0.1 -0.2
H 1.254 -1.870 -1.969 -0.1 0.1 0.4
H -0.140 -3.704 -2.807 0.3 -0.1 -0.2
H 1.241 -5.698 -2.656 0.7 0.2 0.1
H -0.097 -5.944 -1.598 -0.5 0.4 -0.3
H 0.751 -7.437 -0.295 0.0 -0.1 0.3
H 2.024 -6.910 0.865 0.1 -0.2 0.0
H 2.420 -7.390 -0.847 0.2 -0.2 0.2
H -0.602 -2.451 -0.730 -0.5 -0.8 -0.2
H 0.019 -3.717 0.018 -0.6 0.0 0.4
```
Positions in Å, forces in eV/Å.


E_tot across the listed records, respectively: -1325.1892, -4305.7822, -5994.3836, -739.0989, -3887.8097 hartree.